(1)
A molecular structure, C27H48ClOPPm in a non-equilibrium geometry. Source: the Open Molecules 2025 dataset; level of theory: ωB97M-V/def2-TZVPD.

Its maximum force is 5.3 eV/Å. The value obtained for the LUMO energy (spin up / spin down) is 2.39 / 2.39 eV. The total energy is -2542.59195 hartree. As for the gap between HOMO and LUMO (spin up / spin down): 2.9 / 3.0 eV. The energy relative to the best compared isomer or geometry (same formula, charge and spin) comes out at 62.7 kcal per mole. Its expectation value of S² is 6.0164.

The geometry in ORCA input format:
```
! RIJCOSX wB97M-V def2-TZVPD def2/J DEFGRID3
* xyz -1 5
Pm 0.5421 0.7264 4.2015
P -0.0710 0.6315 -0.5224
Cl 2.9031 0.7778 3.2665
C 0.5305 2.9162 4.2865
H 1.3221 3.5437 3.8342
H -0.2817 3.5785 4.6390
C 1.2825 -0.5106 -1.0190
C 0.3044 2.3235 -1.1506
C 2.7076 0.0033 -0.7460
H 1.1278 -1.4229 -0.4120
C 3.7825 -0.9963 -1.2197
H 2.8595 0.9525 -1.2801
H 2.8362 0.2215 0.3249
C 3.5915 -1.4427 -2.6764
H 4.7752 -0.5423 -1.1020
H 3.7461 -1.8803 -0.5686
C 2.1602 -1.9014 -2.9732
H 3.8501 -0.6124 -3.3484
H 4.2811 -2.2623 -2.9064
C 1.1192 -0.8793 -2.5090
H 2.0259 -2.0745 -4.0501
H 1.9636 -2.8540 -2.4592
H 1.2151 0.0319 -3.1174
H 0.1183 -1.2807 -2.7141
C -1.7102 -0.0792 -1.0138
C 0.7642 2.4141 -2.6099
H -0.6711 2.8351 -1.0977
C 0.7173 3.8832 -3.0552
H 1.7917 2.0293 -2.7140
H 0.1200 1.8130 -3.2701
C 1.4896 4.8261 -2.1184
H 1.1148 3.9615 -4.0752
H -0.3370 4.1938 -3.0891
C 1.2143 4.5912 -0.6262
H 2.5661 4.7011 -2.2980
H 1.2464 5.8646 -2.3737
C 1.2886 3.1043 -0.2516
H 1.9250 5.1628 -0.0158
H 0.2108 4.9679 -0.3781
H 2.3129 2.7311 -0.4088
H 1.0753 2.9661 0.8177
C -1.7400 -1.6067 -0.7975
H -2.4385 0.3504 -0.3036
C -3.0672 -2.2354 -1.2454
H -0.9139 -2.0799 -1.3491
H -1.5615 -1.8327 0.2665
C -3.5172 -1.7692 -2.6362
H -2.9598 -3.3275 -1.2365
H -3.8437 -1.9844 -0.5089
C -3.4719 -0.2462 -2.8147
H -2.8865 -2.2429 -3.4015
H -4.5389 -2.1201 -2.8181
C -2.1210 0.3627 -2.4166
H -3.6763 0.0193 -3.8587
H -4.2571 0.2139 -2.1976
H -1.3461 0.0629 -3.1392
H -2.1885 1.4618 -2.4604
C 0.8532 -2.9488 3.8202
C 0.2753 -2.0809 4.6019
H 1.9281 -2.8883 3.5892
C -1.2384 -1.9293 4.5916
H 0.8062 -1.5422 5.4272
C -1.9544 -3.3005 4.6382
H -1.6030 -1.2742 5.4034
H -1.5528 -1.4554 3.6381
C -1.3422 -4.3368 3.6842
H -1.9273 -3.6881 5.6661
H -3.0212 -3.1727 4.3928
C 0.0936 -4.0642 3.1575
H -1.3535 -5.3223 4.1666
H -2.0027 -4.4391 2.8139
H 0.6829 -4.9930 3.2317
H 0.0131 -3.8548 2.0776
C -1.5719 2.2177 1.3284
C -0.6182 1.0656 1.1506
O -0.2272 0.3923 2.1791
H -2.0798 2.5050 0.3869
H -1.0596 3.1144 1.7338
H -2.3827 1.9563 2.0387
*
```

Listed below, in e, are the Löwdin charges computed for each atom:
1 Pm 0.92
2 P 1.12
3 Cl -0.26
4 C -0.51
5 H -0.16
6 H -0.17
7 C -0.34
8 C -0.38
9 C -0.18
10 H 0.13
11 C -0.19
12 H 0.09
13 H 0.08
14 C -0.21
15 H 0.11
16 H 0.11
17 C -0.20
18 H 0.11
19 H 0.10
20 C -0.22
21 H 0.11
22 H 0.11
23 H 0.09
24 H 0.08
25 C -0.37
26 C -0.22
27 H 0.11
28 C -0.20
29 H 0.10
30 H 0.09
31 C -0.21
32 H 0.10
33 H 0.11
34 C -0.19
35 H 0.11
36 H 0.10
37 C -0.18
38 H 0.11
39 H 0.11
40 H 0.11
41 H 0.10
42 C -0.19
43 H 0.12
44 C -0.20
45 H 0.09
46 H 0.12
47 C -0.21
48 H 0.10
49 H 0.11
50 C -0.20
51 H 0.11
52 H 0.10
53 C -0.22
54 H 0.10
55 H 0.11
56 H 0.09
57 H 0.11
58 C -0.11
59 C -0.24
60 H 0.12
61 C -0.22
62 H 0.09
63 C -0.20
64 H 0.10
65 H 0.10
66 C -0.19
67 H 0.10
68 H 0.10
69 C -0.18
70 H 0.10
71 H 0.10
72 H 0.11
73 H 0.11
74 C -0.15
75 C -0.69
76 O -0.48
77 H 0.05
78 H 0.05
79 H 0.06

(2)
3 unconnected molecules or ions with the total composition C27H48F13N6O2S in a non-equilibrium geometry. Source: the Open Molecules 2025 dataset; level of theory: ωB97M-V/def2-TZVPD.

Its maximum force is 4.2 eV/Å. The value obtained for the LUMO energy (spin up / spin down) is -4.23 / -4.23 eV. The total energy is -3232.57656 hartree. As for the gap between HOMO and LUMO (spin up / spin down): 5.7 / 6.5 eV. Its expectation value of S² is 2.0081.

The geometry in ORCA input format:
```
! RIJCOSX wB97M-V def2-TZVPD def2/J DEFGRID3
* xyz 1 3
N 1.7078 -4.1214 3.5344
C 0.8039 -4.4025 2.4201
C 1.4600 -5.6089 1.6696
N 2.4527 -4.9093 0.7935
C 2.1108 -3.5197 0.8642
N 2.9088 -2.5213 0.5125
N 0.8703 -3.4512 1.3184
C 0.2209 -2.1352 1.4973
C -1.1426 -2.1681 0.7697
C -2.2360 -1.3857 1.5068
F -2.9958 -0.8209 0.5504
F -1.5870 -0.3707 2.1458
C -2.9988 -2.2003 2.5921
F -2.1575 -3.1419 3.0519
F -3.1832 -1.3904 3.6261
C -4.4116 -2.7406 2.2514
F -5.1505 -1.6644 1.9891
F -4.9364 -3.2149 3.3670
C -4.5690 -3.6954 1.0317
F -5.7371 -3.4361 0.4990
F -3.7182 -3.4480 0.0671
S -4.5609 -5.5560 1.3698
F -3.6288 -5.3863 2.6323
F -3.2530 -5.7221 0.4642
F -5.4173 -5.7875 0.0658
F -5.8786 -5.4689 2.1964
F -4.5334 -7.1059 1.6072
H 2.5438 -4.6864 3.4527
H 1.2871 -4.3878 4.4170
H -0.1757 -4.7189 2.7564
H 0.6808 -6.0051 1.0064
H 1.8277 -6.4183 2.2871
H 2.0880 -5.1579 -0.1298
H 3.4022 -1.9646 1.1984
H 3.0937 -2.3125 -0.4642
H 0.8527 -1.3046 1.2035
H 0.0515 -2.0180 2.5681
H -1.0259 -1.6790 -0.1967
H -1.4191 -3.2076 0.6004
C 7.3339 -0.0975 -3.7716
C 5.8952 0.0775 -3.2249
C 5.3494 1.4498 -3.6319
C 5.9666 2.6079 -2.8519
C 5.8615 2.3703 -1.3477
C 6.4170 1.0137 -0.9116
N 5.8803 -0.1090 -1.7408
O 4.6674 -0.3516 -1.3650
C 7.9574 1.0366 -0.9802
C 6.1144 0.7998 0.5726
C 5.0804 -1.0086 -3.9287
H 7.3248 -0.5457 -4.7644
H 7.8674 0.8461 -3.8756
H 7.9243 -0.7605 -3.1385
H 4.2642 1.4724 -3.4826
H 5.5099 1.6032 -4.7010
H 7.0106 2.7530 -3.1426
H 5.4532 3.5356 -3.1108
H 6.3867 3.1672 -0.8170
H 4.8096 2.4511 -1.0543
H 8.3750 0.0518 -0.7646
H 8.3566 1.7308 -0.2405
H 8.3487 1.3702 -1.9376
H 5.0496 0.8756 0.7941
H 6.6160 1.5609 1.1686
H 6.4707 -0.1761 0.9107
H 5.4398 -2.0050 -3.6619
H 5.1694 -0.8974 -5.0084
H 4.0168 -0.9522 -3.6960
C -5.8942 5.6715 -0.2744
C -4.4259 5.1991 -0.4204
C -4.2750 4.3674 -1.6984
C -4.8882 2.9711 -1.5962
C -4.3632 2.2397 -0.3631
C -4.5216 3.0436 0.9263
N -4.0055 4.4350 0.7929
O -2.7135 4.3949 0.8331
C -6.0056 3.0692 1.3490
C -3.8395 2.2879 2.0600
C -3.6182 6.4887 -0.5695
H -6.0466 6.6356 -0.7587
H -6.6094 4.9905 -0.7350
H -6.1681 5.8045 0.7724
H -3.2123 4.2598 -1.9415
H -4.7239 4.9029 -2.5379
H -5.9800 3.0299 -1.5689
H -4.6429 2.3989 -2.4939
H -4.8826 1.2827 -0.2647
H -3.3066 1.9976 -0.5208
H -6.1537 3.7118 2.2180
H -6.3375 2.0664 1.6221
H -6.6808 3.3981 0.5630
H -2.7898 2.0841 1.8511
H -4.3160 1.3189 2.2181
H -3.9064 2.8385 3.0002
H -3.7000 7.1090 0.3248
H -3.9937 7.0651 -1.4148
H -2.5623 6.3021 -0.7621
*
```

Listed below, in e, are the Löwdin charges computed for each atom:
1 N 0.10
2 C -0.31
3 C -0.10
4 N 0.09
5 C -0.31
6 N 0.22
7 N 0.04
8 C -0.08
9 C -0.03
10 C -0.42
11 F 0.13
12 F 0.12
13 C -0.36
14 F 0.14
15 F 0.18
16 C -0.39
17 F 0.18
18 F 0.18
19 C -0.46
20 F 0.17
21 F 0.16
22 S 0.76
23 F -0.12
24 F -0.15
25 F -0.11
26 F -0.09
27 F -0.10
28 H 0.08
29 H 0.10
30 H 0.15
31 H 0.12
32 H 0.13
33 H 0.14
34 H 0.15
35 H 0.13
36 H 0.13
37 H 0.13
38 H 0.14
39 H 0.12
40 C -0.03
41 C -0.48
42 C -0.13
43 C -0.17
44 C -0.13
45 C -0.49
46 N -0.07
47 O -0.06
48 C -0.03
49 C -0.05
50 C -0.05
51 H 0.08
52 H 0.07
53 H 0.09
54 H 0.12
55 H 0.13
56 H 0.11
57 H 0.12
58 H 0.13
59 H 0.13
60 H 0.09
61 H 0.09
62 H 0.06
63 H 0.07
64 H 0.09
65 H 0.09
66 H 0.09
67 H 0.09
68 H 0.07
69 C -0.03
70 C -0.49
71 C -0.13
72 C -0.17
73 C -0.14
74 C -0.49
75 N -0.08
76 O -0.01
77 C -0.03
78 C -0.05
79 C -0.05
80 H 0.08
81 H 0.07
82 H 0.09
83 H 0.12
84 H 0.13
85 H 0.10
86 H 0.11
87 H 0.12
88 H 0.12
89 H 0.09
90 H 0.09
91 H 0.06
92 H 0.07
93 H 0.07
94 H 0.10
95 H 0.10
96 H 0.09
97 H 0.08

> Look up the maximum force of the first one.

5.3 eV/Å

> maximum force of number 1 (C27H48ClOPPm)?

5.3 eV/Å

> maximum force of number 1 (C27H48ClOPPm)?

5.3 eV/Å

> The lowest maximum force belongs to which entry?

C27H48F13N6O2S